No. 1
The following is a quantum chemistry calculation of a structure of composition C3H10N2Si2 in a non-equilibrium geometry, from the Open Molecules 2025 dataset.

Geometry as XYZ:
```
17
Properties=species:S:1:pos:R:3:nbo_charge:R:1
Si -2.86 0.59 -0.20 1.44
Si 0.57 0.38 0.28 1.87
N -3.02 -1.01 -0.01 -1.49
N -0.79 1.34 0.37 -1.41
C 3.32 0.16 -0.08 -0.26
C 0.02 -1.36 0.64 -1.21
C 2.31 1.00 0.01 -0.72
H -2.66 -1.84 -0.51 0.37
H -2.92 1.47 -1.39 -0.24
H 2.47 1.93 -0.52 0.24
H -0.04 -1.96 -0.32 0.27
H -1.05 -1.16 0.81 0.33
H -0.70 2.35 0.20 0.40
H -3.41 1.25 0.92 -0.23
H 3.39 -0.86 0.23 0.20
H 0.61 -1.98 1.40 0.27
H 4.16 0.41 -0.57 0.19
```

Summary:
maximum force	3.2	eV Å⁻¹
HOMO energy	-7.824	eV
total energy	-22006.2922	eV
relative energy (zero: lowest compared OMol25 entry of this formula, charge and spin)	80.83	kcal/mol

***

No. 2
The following is a quantum chemistry calculation of the ion C3H10N3 with charge +1 in a non-equilibrium geometry, from the Open Molecules 2025 dataset.

Geometry as XYZ:
```
16
Properties=species:S:1:pos:R:3:nbo_charge:R:1
N -1.42 0.35 -1.03 -0.89
N 0.80 -0.14 -1.58 -0.73
N 0.12 -0.51 0.57 -0.41
C 0.32 -0.64 2.00 -0.41
C -0.62 0.56 0.12 0.09
C 0.82 0.53 -0.24 0.01
H -0.04 0.03 -2.28 0.49
H 0.68 -1.09 -1.20 0.46
H 1.75 1.03 0.16 0.27
H -0.68 -0.64 2.35 0.22
H 0.74 -1.52 2.25 0.22
H 0.84 0.19 2.52 0.20
H 1.67 -0.10 -2.08 0.44
H -2.12 1.17 -1.14 0.42
H -1.00 1.34 0.79 0.23
H -1.86 -0.53 -1.20 0.40
```

Summary:
SMILES string	CN1[C@H](N)[C@@H]1[NH3+]
maximum force	4.6	eV Å⁻¹
HOMO energy	-14.277	eV
charge	+1
total energy	-7734.5015	eV
relative energy (zero: lowest compared OMol25 entry of this formula, charge and spin)	86.78	kcal/mol

***

No. 3
The following is a quantum chemistry calculation of a cluster of 2 separate species, C3H10N3 in total in a non-equilibrium geometry, from the Open Molecules 2025 dataset.

Geometry as XYZ:
```
16
Properties=species:S:1:pos:R:3:nbo_charge:R:1
N -1.32 0.96 0.47 -0.77
N 0.90 -1.18 -1.52 -0.30
N 0.91 0.20 0.42 -0.32
C -0.27 -1.96 -1.76 -0.49
C 0.58 1.80 1.99 -0.66
C -0.06 0.85 0.85 0.35
H 1.71 1.73 2.15 0.26
H -2.02 1.50 1.10 0.43
H -0.61 -2.40 -0.84 0.25
H 0.30 2.93 1.98 0.24
H 1.54 -1.66 -1.00 0.41
H -1.09 -1.36 -2.04 0.23
H 0.14 1.51 2.88 0.23
H -0.09 -2.86 -2.40 0.29
H -1.77 0.32 -0.07 0.39
H 1.15 -0.40 -2.23 0.45
```

Summary:
maximum force	5.5	eV Å⁻¹
HOMO energy (alpha / beta)	-13.124 / -13.411	eV
charge	+1
total energy	-7731.8322	eV
multiplicity	3
relative energy (zero: lowest compared OMol25 entry of this formula, charge and spin)	6.24	kcal/mol

***

No. 4
The following is a quantum chemistry calculation of the ion C3H10N3 with charge +1 in a non-equilibrium geometry, from the Open Molecules 2025 dataset.

Geometry as XYZ:
```
16
Properties=species:S:1:pos:R:3:nbo_charge:R:1
N -1.17 1.49 -2.32 -0.67
N 1.02 0.48 1.88 -0.85
N -0.36 0.27 -0.33 -0.15
C 0.97 -0.91 1.27 -0.24
C -1.04 0.36 -1.67 -0.03
C -0.13 -1.02 0.25 -0.33
H 1.82 0.64 2.45 0.40
H -1.46 1.53 -3.28 0.43
H 0.11 -1.74 -0.43 0.26
H -1.06 2.39 -1.91 0.42
H 0.15 0.54 2.39 0.37
H 2.03 -0.93 0.77 0.22
H -1.23 -0.71 -1.91 0.22
H 0.93 -1.84 1.99 0.22
H 0.34 0.96 0.09 0.45
H -0.90 -1.51 0.77 0.28
```

Summary:
maximum force	5.5	eV Å⁻¹
HOMO energy (alpha / beta)	-10.892 / -14.333	eV
charge	+1
total energy	-7732.1017	eV
multiplicity	3
relative energy (zero: lowest compared OMol25 entry of this formula, charge and spin)	0.03	kcal/mol